Formula: C4H11N2S
Source: OMol25
Level of theory: the ωB97M-V functional and the def2-TZVPD basis

LUMO energy (spin up / spin down): -3.19 / -6.93 eV
largest force on an atom: 0.1007 hartree/bohr
energy above the lowest of the compared OMol25 structures with the same formula, charge and spin: 26.1 kcal/mol
orbital gap (spin up / spin down): 0.24687 / 0.32868 Ha
net charge: +1
multiplicity: 3

Last columns: bonded neighbours and bond lengths (Å).
Positions of all 18 atoms, in Å:
1 C -0.56 0.44 -0.33  C4 1.461, N5 1.367, N6 1.277
2 C 1.27 -0.78 -1.00  C4 1.482, H8 1.035, H9 1.165, H10 1.102
3 C 1.27 0.23 1.37  C4 1.531, H11 1.072, H12 1.159, H13 1.090
4 C 0.88 0.34 -0.11  C1 1.461, C2 1.482, C3 1.531, H14 1.080
5 N -1.34 -0.47 0.34  C1 1.367, S7 1.755, H15 0.996
6 N -1.06 1.39 -1.02  C1 1.277, H16 1.007, H17 1.062
7 S -3.09 -0.40 0.35  N5 1.755, H18 1.351
8 H 0.69 -0.92 -1.85  C2 1.035
9 H 2.42 -0.80 -1.13  C2 1.165
10 H 1.00 -1.70 -0.45  C2 1.102
11 H 0.75 -0.63 1.73  C3 1.072
12 H 0.91 1.21 1.87  C3 1.159
13 H 2.34 0.14 1.56  C3 1.090
14 H 1.33 1.25 -0.46  C4 1.080
15 H -0.77 -1.10 0.86  N5 0.996
16 H -0.60 2.16 -1.50  N6 1.007
17 H -2.09 1.23 -1.19  N6 1.062
18 H -3.33 -1.58 0.97  S7 1.351